Entry from OMol25: a structure of composition C17H34N2OPtSi3 in a non-equilibrium geometry (ωB97M-V/def2-TZVPD).

Each line ends with the natural charge from an NBO analysis.
Atoms and positions in Å:
Pt 0.547 -1.061 -0.339  1.053
C 0.214 -0.554 3.145  -1.100
Si 1.385 0.178 1.816  1.463
C 1.984 1.894 2.446  -1.047
C 2.901 -0.995 1.677  -1.075
C 0.346 0.887 0.185  -1.344
Si 1.328 2.000 -1.089  1.633
C 0.792 1.847 -2.917  -1.106
C 1.107 3.797 -0.500  -1.103
C 3.056 1.158 -1.056  -1.094
Si -1.480 1.390 0.460  1.668
C -1.726 2.617 1.886  -1.121
C -2.398 1.852 -1.137  -1.108
C -2.236 -0.325 0.944  -0.169
C -3.498 -0.457 1.513  -0.214
C -3.976 -1.721 1.817  -0.098
C -3.192 -2.829 1.535  -0.218
C -1.955 -2.627 0.946  0.034
N -1.523 -1.407 0.671  -0.377
H 0.709 -0.456 4.107  0.269
H 0.018 -1.611 2.998  0.238
H -0.739 -0.043 3.221  0.238
H 2.498 1.749 3.390  0.263
H 1.159 2.575 2.621  0.244
H 2.679 2.370 1.766  0.241
H 3.090 -1.429 2.656  0.282
H 3.803 -0.469 1.383  0.264
H 2.765 -1.837 0.992  0.238
H -0.279 1.906 -3.072  0.241
H 1.151 0.927 -3.364  0.225
H 1.245 2.666 -3.470  0.273
H 0.078 4.121 -0.628  0.249
H 1.727 4.459 -1.097  0.273
H 1.374 3.954 0.539  0.254
H 2.968 0.070 -1.116  0.205
H 3.628 1.408 -0.172  0.252
H 3.626 1.485 -1.919  0.269
H -1.243 3.568 1.690  0.266
H -1.350 2.242 2.834  0.256
H -2.786 2.822 2.012  0.264
H -1.999 2.745 -1.603  0.258
H -3.440 2.048 -0.899  0.268
H -2.376 1.044 -1.863  0.238
H -4.097 0.415 1.714  0.250
H -4.950 -1.845 2.267  0.255
H -3.526 -3.829 1.761  0.262
H -1.301 -3.453 0.697  0.238
N 0.962 -4.766 -2.567  -0.738
C 0.815 -3.521 -2.143  0.702
O 1.029 -3.202 -0.962  -0.708
C 0.392 -2.469 -3.140  -0.575
C -0.486 -1.444 -2.459  -0.282
H 1.260 -5.494 -1.933  0.435
H 0.799 -5.029 -3.525  0.426
H -0.135 -2.934 -3.979  0.274
H 1.305 -2.005 -3.535  0.265
H -1.455 -1.849 -2.174  0.216
H -0.592 -0.533 -3.031  0.234

Computed properties:
Total charge   +2
Lowest unoccupied orbital energy (spin up / spin down)   -9.2 / -9.4 eV
Orbital gap (spin up / spin down)   5.952 / 5.806 eV
Energy relative to the best compared isomer or geometry (same formula, charge and spin)   194.1 kJ/mol

=====

Entry from OMol25: a structure of composition C17H34N3OPdSTe in a non-equilibrium geometry (ωB97M-V/def2-TZVPD).

Each line ends with the natural charge from an NBO analysis.
Atoms and positions in Å:
Pd -0.843 0.038 0.255  -0.184
N -2.247 2.441 1.709  -0.872
C -3.201 3.333 1.073  -0.232
C -3.247 3.107 -0.441  -0.221
N -3.469 1.770 -0.950  -0.639
C -4.741 1.144 -0.643  -0.216
C -4.898 0.430 0.706  -0.228
N -3.805 -0.502 0.938  -0.853
H -2.145 2.632 2.697  0.355
H -1.320 2.494 1.280  0.393
H -2.990 4.404 1.224  0.155
H -4.184 3.142 1.513  0.167
H -2.300 3.455 -0.868  0.207
H -4.031 3.762 -0.843  0.173
H -2.663 1.168 -0.766  0.378
H -4.965 0.411 -1.424  0.185
H -5.506 1.927 -0.709  0.174
H -5.824 -0.156 0.651  0.172
H -5.030 1.162 1.513  0.151
H -3.943 -1.008 1.806  0.349
H -2.931 0.016 1.069  0.373
C -2.418 -3.872 1.590  -0.624
C -1.311 -3.674 0.573  -0.608
S -0.378 -2.174 0.935  1.294
O 0.184 -2.378 2.311  -1.014
C 1.013 -2.516 -0.151  -0.607
C 0.730 -2.408 -1.634  -0.638
H -2.922 -4.826 1.426  0.202
H -3.159 -3.078 1.508  0.221
H -2.009 -3.863 2.600  0.227
H -1.707 -3.570 -0.438  0.225
H -0.579 -4.486 0.607  0.207
H 1.367 -3.513 0.133  0.205
H 1.750 -1.776 0.167  0.253
H 0.141 -3.251 -1.996  0.190
H 1.676 -2.393 -2.177  0.217
H 0.204 -1.473 -1.861  0.255
C 6.656 -0.282 -0.365  -0.618
C 5.236 0.192 -0.514  -0.046
C 4.735 0.616 -1.734  -0.257
C 3.420 1.058 -1.880  0.045
C 2.975 1.501 -3.246  -0.653
C 2.564 1.090 -0.768  -0.253
Te 0.571 1.819 -1.022  -0.393
C 3.065 0.673 0.476  -0.037
C 2.243 0.737 1.734  -0.648
C 4.379 0.229 0.577  -0.231
H 7.169 -0.295 -1.327  0.203
H 6.700 -1.291 0.050  0.207
H 7.225 0.367 0.306  0.206
H 5.378 0.600 -2.608  0.185
H 3.716 1.220 -3.995  0.190
H 2.835 2.584 -3.285  0.218
H 2.010 1.066 -3.508  0.236
H 1.196 0.473 1.549  0.244
H 2.241 1.755 2.134  0.213
H 2.645 0.065 2.494  0.204
H 4.739 -0.096 1.549  0.191

Computed properties:
Total charge   -1
Lowest unoccupied orbital energy   2.8 eV
Orbital gap   6.056 eV

=====

Entry from OMol25: an isolated molecule of C17H34O2 (ωB97M-V/def2-TZVPD).

Each line ends with the natural charge from an NBO analysis.
Atoms and positions in Å:
C 2.737 -3.375 5.225  -0.609
C 2.376 -2.054 4.555  -0.397
C 1.959 -2.214 3.093  -0.396
C 0.709 -3.066 2.867  -0.401
C -0.553 -2.565 3.573  -0.394
C -0.979 -1.143 3.206  -0.394
C -1.328 -0.976 1.729  -0.394
C -1.889 0.413 1.431  -0.382
C -2.239 0.585 -0.045  -0.395
C -2.793 1.978 -0.338  -0.393
C -3.314 2.138 -1.767  -0.386
C -2.272 1.907 -2.862  -0.387
C -1.099 2.892 -2.786  -0.502
C -0.194 2.659 -3.973  0.809
O -0.328 3.168 -5.055  -0.609
O 0.756 1.771 -3.674  -0.518
C 1.668 1.388 -4.717  0.088
C 2.800 2.405 -4.811  -0.631
C 2.173 -0.007 -4.379  -0.618
H 3.120 -3.197 6.228  0.209
H 3.503 -3.895 4.653  0.200
H 1.869 -4.023 5.306  0.200
H 3.245 -1.392 4.590  0.201
H 1.576 -1.569 5.117  0.194
H 1.801 -1.222 2.664  0.197
H 2.786 -2.675 2.544  0.200
H 0.905 -4.086 3.204  0.202
H 0.521 -3.118 1.792  0.202
H -1.371 -3.248 3.327  0.200
H -0.405 -2.616 4.653  0.198
H -0.189 -0.439 3.473  0.194
H -1.857 -0.886 3.804  0.200
H -0.438 -1.136 1.117  0.194
H -2.067 -1.730 1.446  0.193
H -1.153 1.168 1.718  0.193
H -2.783 0.579 2.037  0.192
H -1.342 0.409 -0.642  0.194
H -2.982 -0.165 -0.328  0.194
H -2.023 2.725 -0.137  0.193
H -3.621 2.177 0.347  0.202
H -4.132 1.431 -1.924  0.202
H -3.723 3.145 -1.878  0.200
H -2.758 2.023 -3.834  0.215
H -1.889 0.888 -2.802  0.203
H -1.474 3.915 -2.825  0.226
H -0.530 2.735 -1.872  0.221
H 1.109 1.379 -5.662  0.199
H 3.327 2.465 -3.862  0.207
H 3.498 2.110 -5.589  0.214
H 2.398 3.386 -5.055  0.228
H 2.705 0.013 -3.431  0.209
H 2.844 -0.355 -5.158  0.214
H 1.339 -0.700 -4.294  0.216

Computed properties:
Lowest unoccupied orbital energy   0.8 eV
Orbital gap   10.926 eV
Energy relative to the best compared isomer or geometry (same formula, charge and spin)   10.7 kJ/mol

=====

Entry from OMol25: a structure of composition C17H34O2P2Sn in a non-equilibrium geometry (ωB97M-V/def2-TZVPD).

Each line ends with the natural charge from an NBO analysis.
Atoms and positions in Å:
P -0.337 0.997 -3.052  0.825
P -0.396 -2.646 -1.459  1.428
C 0.233 -0.691 -3.756  -0.775
C -0.304 -2.022 -3.179  -0.741
H 1.343 -0.690 -3.853  0.295
H -0.098 -0.669 -4.817  0.230
H -1.309 -2.083 -3.625  0.259
H 0.331 -2.812 -3.615  0.254
C 1.262 -2.923 -0.786  -0.996
H 1.161 -3.122 0.301  0.251
H 1.872 -2.008 -0.893  0.310
H 1.785 -3.771 -1.238  0.265
C -1.284 -4.166 -1.153  -0.966
H -0.862 -5.032 -1.687  0.270
H -2.329 -4.053 -1.456  0.268
H -1.271 -4.379 -0.082  0.278
C 1.169 2.098 -3.284  -0.923
H 0.918 3.000 -2.687  0.226
H 1.420 2.422 -4.317  0.211
H 2.026 1.576 -2.795  0.222
C -1.072 1.769 -4.509  -0.949
H -2.129 1.493 -4.479  0.216
H -0.568 1.506 -5.446  0.215
H -0.951 2.844 -4.303  0.233
Sn 3.433 -0.359 -2.556  0.882
C 3.224 -2.348 -4.117  -0.386
C 4.238 -2.265 -3.139  -0.505
C 5.660 -1.696 -3.362  -0.424
C 5.734 -0.556 -4.385  -0.432
C 4.562 0.433 -4.249  -0.518
C 3.338 0.360 -4.980  -0.335
C 2.993 -0.688 -5.965  -0.435
C 3.442 -2.107 -5.564  -0.447
C 2.496 0.416 -0.671  -1.127
H 2.345 -2.965 -3.889  0.176
H 4.093 -2.908 -2.248  0.223
H 6.311 -2.529 -3.655  0.195
H 6.024 -1.346 -2.375  0.209
H 6.652 -0.001 -4.122  0.217
H 5.876 -0.942 -5.405  0.206
H 4.865 1.409 -3.833  0.240
H 2.755 1.269 -5.115  0.205
H 3.499 -0.425 -6.911  0.194
H 1.907 -0.723 -6.192  0.190
H 2.827 -2.808 -6.156  0.203
H 4.487 -2.258 -5.883  0.197
H 1.756 -0.119 -0.029  0.186
H 2.066 1.392 -0.912  0.211
H 3.470 0.568 -0.144  0.213
C -1.267 -1.513 1.980  -0.261
O -1.716 -1.796 0.635  -0.562
C -1.059 -1.286 -0.418  0.473
O -0.897 -0.070 -0.550  -0.495
H -1.482 -0.456 2.234  0.209
H -0.189 -1.738 2.121  0.187
H -1.888 -2.168 2.612  0.203

Computed properties:
Lowest unoccupied orbital energy (spin up / spin down)   -0.8 / -0.3 eV
Orbital gap (spin up / spin down)   2.604 / 3.155 eV
Energy relative to the best compared isomer or geometry (same formula, charge and spin)   352.4 kJ/mol